# 1
{
  "formula": "C35H23N5O5Pt",
  "method": "the ωB97M-V functional and the def2-TZVPD basis",
  "elements": ["Pt", "C", "O", "C", "C", "C", "C", "C", "C", "C", "N", "C", "C", "N", "C", "C", "C", "C", "N", "C", "C", "N", "C", "C", "C", "C", "H", "H", "H", "H", "H", "H", "H", "H", "H", "H", "H", "H", "H", "H", "O", "C", "O", "C", "C", "C", "C", "C", "C", "N", "O", "O", "H", "H", "H", "H", "C", "C", "C", "C", "C", "C", "C", "C", "H", "H", "H", "H", "H"],
  "xyz": [[-0.03, 0.34, -0.53], [-1.43, -13.34, 0.62], [-0.21, -12.63, 0.70], [-0.25, -11.28, 0.54], [-1.41, -10.56, 0.29], [-1.34, -9.18, 0.14], [-0.13, -8.51, 0.24], [1.03, -9.25, 0.49], [0.97, -10.62, 0.64], [-0.11, -7.06, 0.07], [-1.16, -6.32, -0.20], [-0.69, -5.03, -0.27], [0.67, -4.99, -0.03], [1.03, -6.30, 0.19], [1.44, -3.79, -0.02], [2.81, -3.66, 0.23], [3.39, -2.42, 0.21], [2.60, -1.30, -0.07], [1.31, -1.41, -0.32], [0.72, -2.61, -0.29], [-0.70, -2.64, -0.53], [-1.28, -1.44, -0.75], [-2.59, -1.39, -0.95], [-3.39, -2.54, -0.96], [-2.81, -3.76, -0.75], [-1.43, -3.83, -0.52], [-1.18, -14.39, 0.78], [-1.89, -13.23, -0.37], [-2.13, -13.02, 1.39], [-2.37, -11.05, 0.21], [-2.24, -8.61, -0.05], [1.99, -8.77, 0.57], [1.86, -11.20, 0.84], [1.94, -6.65, 0.41], [3.42, -4.54, 0.45], [4.44, -2.28, 0.41], [3.00, -0.30, -0.07], [-3.01, -0.40, -1.09], [-4.45, -2.44, -1.12], [-3.39, -4.68, -0.74], [-0.77, -0.62, 3.66], [-1.02, -0.06, 2.60], [-0.22, -0.11, 1.59], [-2.31, 0.74, 2.50], [-2.68, 1.50, 1.40], [-3.88, 2.20, 1.38], [-4.75, 2.14, 2.45], [-4.37, 1.37, 3.54], [-3.18, 0.68, 3.59], [-5.28, 1.30, 4.70], [-4.94, 0.63, 5.66], [-6.34, 1.90, 4.62], [-2.01, 1.59, 0.56], [-4.14, 2.80, 0.52], [-5.69, 2.67, 2.47], [-2.90, 0.09, 4.45], [0.21, 2.27, -0.55], [0.29, 3.49, -0.52], [0.39, 4.91, -0.47], [0.15, 5.59, 0.73], [0.25, 6.97, 0.78], [0.58, 7.69, -0.35], [0.82, 7.03, -1.55], [0.73, 5.65, -1.61], [-0.10, 5.02, 1.61], [0.06, 7.48, 1.72], [0.65, 8.77, -0.31], [1.08, 7.59, -2.44], [0.91, 5.13, -2.54]],
  "largest_force_ha_per_bohr": 0.0059,
  "e_above_lowest_kcal_mol": 0.0,
  "s2": 2.024,
  "spin_multiplicity": 3,
  "e_lumo_ev": [-0.9, -1.1]
}

# 2
{
  "formula": "CH3NO4",
  "method": "the ωB97M-V functional and the def2-TZVPD basis",
  "elements": ["C", "N", "O", "O", "O", "O", "H", "H", "H"],
  "xyz": [[0.06, 0.11, -0.38], [2.80, -0.20, -0.31], [2.75, -0.50, 0.89], [0.23, 0.97, 0.61], [0.45, -1.03, -0.44], [2.11, 0.55, -0.95], [-0.64, 0.57, -1.07], [1.01, 0.64, 1.12], [3.56, -0.74, -0.68]],
  "largest_force_ha_per_bohr": 0.0480,
  "e_above_lowest_kcal_mol": 39.6,
  "smiles": "O=[NH+][O-].O=CO",
  "e_lumo_ev": -0.6
}

# 3
{
  "formula": "C22H16ClFGaN2O8P2",
  "method": "the ωB97M-V functional and the def2-TZVPD basis",
  "elements": ["Ga", "Cl", "C", "C", "C", "C", "O", "C", "C", "N", "C", "C", "C", "C", "C", "C", "C", "C", "N", "C", "C", "H", "H", "H", "H", "H", "H", "H", "H", "H", "H", "O", "P", "O", "O", "O", "P", "O", "O", "O", "H", "H", "F", "C", "C", "C", "C", "C", "C", "H", "H", "H", "H"],
  "xyz": [[0.29, -0.38, -0.81], [3.97, 5.57, -2.37], [3.37, 3.96, -2.10], [3.95, 2.87, -2.77], [3.45, 1.61, -2.57], [2.42, 1.27, -1.59], [2.17, 0.09, -1.23], [1.83, 2.44, -1.00], [0.86, 2.33, 0.00], [0.25, 1.26, 0.33], [-0.47, 1.20, 1.54], [-1.34, 2.23, 1.91], [-1.97, 2.17, 3.22], [-1.88, 1.08, 4.03], [-1.02, -0.01, 3.63], [-0.85, -1.14, 4.43], [-0.13, -2.21, 3.96], [0.47, -2.10, 2.65], [0.43, -0.98, 1.91], [-0.36, 0.02, 2.37], [2.34, 3.74, -1.25], [4.70, 2.99, -3.51], [3.92, 0.78, -3.07], [0.63, 3.26, 0.56], [-1.46, 3.06, 1.26], [-2.54, 3.02, 3.56], [-2.49, 0.99, 4.95], [-1.30, -1.14, 5.43], [-0.03, -3.15, 4.50], [1.03, -2.90, 2.14], [1.94, 4.57, -0.67], [-4.04, -0.78, -1.22], [-2.95, 0.41, -0.99], [-3.56, 1.55, -0.31], [-1.72, -0.25, -0.38], [-2.66, 0.66, -2.54], [-1.27, 0.84, -3.35], [-0.85, 2.37, -3.03], [-1.41, 0.67, -4.81], [-0.19, 0.02, -2.63], [-4.74, -0.55, -0.65], [-0.28, 2.62, -3.75], [-0.15, -6.48, -0.37], [0.00, -5.09, -0.43], [1.21, -4.57, -0.04], [1.37, -3.18, -0.15], [0.37, -2.37, -0.70], [-0.85, -2.97, -1.08], [-1.07, -4.35, -0.88], [2.01, -5.26, 0.28], [2.24, -2.65, 0.21], [-1.70, -2.36, -1.42], [-1.97, -4.78, -1.18]],
  "largest_force_ha_per_bohr": 0.0532,
  "e_lumo_ev": 1.9,
  "charge": -1
}

# 4
{
  "formula": "C19H32BBr4Cl2N4O3",
  "method": "the ωB97M-V functional and the def2-TZVPD basis",
  "elements": ["C", "C", "C", "Cl", "N", "C", "C", "O", "O", "C", "N", "B", "C", "O", "C", "Br", "C", "C", "N", "Cl", "C", "C", "C", "C", "N", "C", "C", "C", "C", "H", "H", "H", "H", "H", "H", "H", "H", "H", "H", "H", "H", "H", "H", "H", "H", "H", "H", "H", "H", "H", "H", "H", "H", "H", "H", "H", "H", "H", "H", "H", "C", "Br", "Br", "Br", "H"],
  "xyz": [[-3.68, -3.11, 1.00], [-3.13, -1.77, 1.82], [-3.04, -0.48, 0.78], [-4.39, 0.68, 1.27], [-1.67, 0.11, 0.61], [-1.47, 1.47, 1.20], [-1.47, 1.52, 2.86], [-1.16, 2.72, 3.41], [-1.71, 0.38, 3.75], [-1.07, -0.07, -0.76], [-1.22, 0.80, -1.97], [-2.61, 1.03, -2.45], [-2.98, 0.46, -3.99], [-3.73, 1.69, -1.75], [-0.29, 1.97, -2.05], [-1.11, 3.78, -1.98], [0.73, 1.96, -3.37], [-0.04, 1.96, -4.81], [-0.19, -1.15, -0.92], [0.58, -1.39, -2.48], [0.18, -2.14, 0.15], [1.36, -1.43, 1.08], [1.06, -1.46, 2.69], [1.53, -0.01, 3.34], [2.97, 0.04, 3.79], [3.13, 0.76, 5.15], [4.76, 0.75, 5.42], [5.43, -0.03, 4.14], [4.23, -0.45, 3.11], [-3.18, -3.23, -0.05], [-3.55, -4.10, 1.63], [-4.85, -2.97, 0.84], [-3.92, -1.56, 2.67], [-2.10, -2.02, 2.33], [-3.36, -0.93, -0.28], [-2.16, 2.32, 0.72], [-0.36, 1.80, 0.90], [-2.16, 0.78, 4.58], [-4.13, 0.24, -3.99], [-2.83, 1.38, -4.74], [-2.34, -0.47, -4.29], [-3.84, 2.66, -2.03], [0.45, 1.89, -1.11], [1.58, 1.14, -3.28], [1.31, 3.01, -3.30], [-0.97, 2.70, -4.84], [0.73, 2.21, -5.68], [-0.37, 0.83, -5.01], [-0.70, -2.60, 0.76], [0.72, -3.06, -0.38], [2.39, -1.99, 0.86], [1.52, -0.33, 0.65], [1.74, -2.28, 3.21], [-0.06, -1.61, 2.98], [0.85, 0.13, 4.31], [1.27, 0.92, 2.65], [2.30, 1.22, 5.83], [5.33, 1.18, 6.35], [6.55, -0.29, 3.90], [4.22, -0.99, 2.07], [3.86, -0.84, -5.52], [2.06, -0.73, -6.27], [3.91, -0.25, -3.67], [4.62, -2.61, -5.74], [4.48, -0.15, -6.10]],
  "largest_force_ha_per_bohr": 0.1751,
  "e_lumo_ev": -5.0,
  "charge": 1
}

# 5
{
  "formula": "C4H7NS",
  "method": "the ωB97M-V functional and the def2-TZVPD basis",
  "elements": ["C", "C", "C", "C", "N", "S", "H", "H", "H", "H", "H", "H", "H"],
  "xyz": [[1.39, -0.49, 0.14], [0.69, -1.73, -0.02], [-0.57, -0.82, -0.13], [0.45, 1.73, -0.07], [0.35, 0.32, 0.20], [3.49, 0.31, 0.04], [0.82, -2.42, -0.82], [0.81, -2.48, 0.72], [-1.08, -0.89, -1.22], [-1.26, -0.91, 0.71], [0.02, 1.87, -0.98], [-0.18, 2.21, 0.76], [1.45, 1.82, 0.12]],
  "largest_force_ha_per_bohr": 0.1302,
  "e_above_lowest_kcal_mol": 107.9,
  "e_lumo_ev": 0.3
}

# 6
{
  "formula": "C3H4I2O",
  "method": "the ωB97M-V functional and the def2-TZVPD basis",
  "elements": ["C", "C", "C", "O", "I", "I", "H", "H", "H", "H"],
  "xyz": [[-0.77, -0.68, -0.23], [-1.33, 0.50, 0.01], [-0.65, 1.65, 0.43], [2.57, 0.17, 0.52], [-3.44, 0.72, 0.04], [1.33, 1.76, -0.04], [-1.23, -1.54, -0.63], [0.25, -0.56, -0.25], [-0.91, 2.26, 1.33], [3.40, 0.03, 1.08]],
  "largest_force_ha_per_bohr": 0.0588,
  "e_above_lowest_kcal_mol": 101.9,
  "e_lumo_ev": -1.3
}